Record 1
Below is one molecule with the formula C22H19ClN4O2S, with properties calculated with ωB97M-V/def2-TZVPD.

Atoms and positions in Å:
C1 -7.643 -2.062 1.766
C2 -6.342 -2.049 1.050
C3 -5.445 -3.049 0.785
C4 -4.388 -2.459 0.067
C5 -4.707 -1.126 -0.061
C6 -4.031 -0.039 -0.692
N1 -2.919 -0.209 -1.295
N2 -2.337 0.841 -1.888
C7 -1.121 0.780 -2.501
O1 -0.649 1.749 -3.048
C8 -0.480 -0.592 -2.470
S1 1.319 -0.408 -2.351
C9 1.322 0.664 -0.988
N3 0.266 0.915 -0.266
C10 0.684 1.826 0.670
C11 -0.022 2.449 1.691
C12 0.664 3.338 2.492
C13 2.016 3.614 2.291
C14 2.737 3.005 1.281
C15 2.058 2.108 0.475
N4 2.439 1.348 -0.608
C16 3.747 1.227 -1.199
C17 4.457 0.001 -0.678
C18 4.650 -1.107 -1.492
C19 5.271 -2.242 -1.003
C20 5.694 -2.270 0.316
Cl1 6.473 -3.684 0.934
C21 5.499 -1.178 1.147
C22 4.880 -0.049 0.645
O2 -5.900 -0.884 0.541
H1 -8.441 -1.718 1.110
H2 -7.867 -3.069 2.104
H3 -7.609 -1.395 2.627
H4 -5.537 -4.077 1.069
H5 -3.505 -2.931 -0.310
H6 -4.526 0.937 -0.633
H7 -2.774 1.765 -1.840
H8 -0.674 -1.124 -3.401
H9 -0.846 -1.163 -1.619
H10 -1.068 2.235 1.843
H11 0.144 3.839 3.296
H12 2.512 4.321 2.940
H13 3.782 3.230 1.129
H14 4.311 2.131 -0.956
H15 3.627 1.159 -2.284
H16 4.308 -1.085 -2.515
H17 5.422 -3.101 -1.638
H18 5.829 -1.214 2.173
H19 4.721 0.800 1.293

* frontier orbital gap: 0.307 hartree
* largest force on an atom: 1.62 eV/Å
* LUMO energy: 0.494 eV
* SMILES: Cc1ccc(/C=N/NC(=O)CSc2nc3ccccc3n2Cc2ccc(Cl)cc2)o1
* total charge: 0
* HOMO energy: -7.9 eV

Here are the Löwdin charges for atoms 1 to 8, given in e: number 1, C, carries -0.0089; number 2, C, carries -0.3249; number 3, C, carries -0.0225; number 4, C, carries -0.0012; number 5, C, carries -0.2595; number 6, C, carries -0.0660; number 7, N, carries 0.0621; number 8, N, carries 0.0385

***

Record 2
Below is C22H19N2O11P2Ti as an isolated structure, with properties calculated with ωB97M-V/def2-TZVPD.

Atoms and positions in Å:
Ti1 0.149 0.094 -1.039
O1 1.791 -0.361 -1.815
C1 3.023 -0.739 -1.867
C2 3.592 -1.123 -3.105
C3 4.902 -1.535 -3.204
C4 5.712 -1.598 -2.073
C5 5.196 -1.221 -0.851
C6 3.880 -0.771 -0.717
C7 3.378 -0.282 0.534
N1 2.225 0.282 0.568
N2 1.771 0.832 1.725
C8 0.622 1.443 1.492
O2 0.062 1.486 0.339
C9 -0.009 2.169 2.609
C10 -1.143 2.946 2.346
C11 -1.745 3.671 3.352
C12 -1.236 3.629 4.644
C13 -0.114 2.856 4.917
C14 0.498 2.134 3.912
H1 2.952 -1.091 -3.975
H2 5.305 -1.818 -4.169
H3 6.741 -1.933 -2.156
H4 5.825 -1.262 0.033
H5 4.013 -0.362 1.429
H6 -1.517 2.962 1.331
H7 -2.619 4.276 3.136
H8 -1.710 4.194 5.437
H9 0.279 2.825 5.927
H10 1.375 1.539 4.110
C15 -0.422 -2.829 1.922
C16 -0.870 -1.801 0.899
O3 0.072 -1.200 0.266
C17 -2.250 -1.573 0.666
C18 -3.270 -2.329 1.290
C19 -4.595 -2.172 0.952
C20 -4.966 -1.239 -0.010
C21 -4.007 -0.437 -0.603
C22 -2.646 -0.552 -0.270
O4 -1.782 0.288 -0.757
H11 0.665 -2.833 1.920
H12 -0.784 -3.822 1.662
H13 -0.792 -2.573 2.914
H14 -3.006 -3.059 2.042
H15 -5.354 -2.780 1.435
H16 -6.007 -1.130 -0.284
H17 -4.288 0.306 -1.339
O5 -2.204 2.420 -2.201
P1 -1.050 1.859 -3.155
O6 -0.831 2.744 -4.308
O7 0.174 1.531 -2.291
O8 -1.690 0.427 -3.605
P2 -0.753 -0.920 -3.692
O9 0.616 -0.334 -4.305
O10 -1.362 -1.893 -4.609
O11 -0.505 -1.356 -2.257
H18 -2.264 1.731 -1.502
H19 0.978 0.283 -3.651

* frontier orbital gap (alpha / beta): 0.180 / 0.256 hartree
* largest force on an atom: 2.31 eV/Å
* LUMO energy (alpha / beta): 4.490 / 4.487 eV
* multiplicity: 2
* total charge: -2
* HOMO energy (alpha / beta): -0.4 / -2.5 eV

Here are the Löwdin charges for atoms 1 to 8, given in e: number 1, Ti, carries 1.1383; number 2, O, carries -0.1900; number 3, C, carries -0.2777; number 4, C, carries 0.0003; number 5, C, carries -0.1170; number 6, C, carries -0.1448; number 7, C, carries -0.0808; number 8, C, carries -0.1434

***

no.,E_tot (a.u.)
1,-2077.6333
2,-3319.6326